Computed, not measured: a 5-piece molecular cluster, H10O5 overall, with wB97M-V/def2-TZVPD.

Structure (XYZ):
```
15
Properties=species:S:1:pos:R:3
O 21.42000 -7.46000 5.66300
O 25.14200 -6.68300 3.50300
O 23.51600 -9.96100 6.93600
O 25.05600 -5.04500 7.62000
O 24.24200 -7.49800 6.02200
H 25.41000 -4.36200 7.06300
H 21.22600 -8.35400 5.93400
H 22.35500 -7.39100 5.90500
H 24.76800 -6.55600 2.65200
H 25.49400 -5.84000 3.77700
H 24.89500 -7.24500 6.69600
H 25.27000 -4.74000 8.54700
H 23.65200 -9.10800 6.56800
H 24.59000 -7.10000 5.23100
H 23.22200 -9.62900 7.80300
```

## Properties
Net charge: 0
SMILES string: O.O.O.O.O

Which charges does natural (NBO) predict for the atoms? In e, they are:
1. O -0.96
2. O -0.94
3. O -0.95
4. O -0.95
5. O -0.99
6. H 0.47
7. H 0.46
8. H 0.48
9. H 0.49
10. H 0.47
11. H 0.49
12. H 0.48
13. H 0.48
14. H 0.50
15. H 0.45

---

Computed, not measured: a 2-piece molecular cluster, C2H6FN2O overall, with wB97M-V/def2-TZVPD.

Structure (XYZ):
```
12
Properties=species:S:1:pos:R:3
F 2.65367 -1.41058 0.51206
O -2.01126 1.44822 0.82804
N -0.64322 1.08023 0.66384
N -1.07097 -1.23704 0.05195
C -0.41368 -0.12930 0.18474
C 2.53123 -0.25894 0.14277
H -2.03563 -1.41692 0.46952
H 2.62243 -0.08881 -0.92081
H 2.68783 0.54806 0.87347
H -0.04811 1.89124 0.46799
H -2.31590 1.11453 1.70734
H -0.54002 -2.07820 -0.26013
```

## Properties
Net charge: +1

Which charges does natural (NBO) predict for the atoms? In e, they are:
1. F -0.22
2. O -0.55
3. N -0.34
4. N -0.78
5. C 0.39
6. C 0.34
7. H 0.43
8. H 0.18
9. H 0.18
10. H 0.43
11. H 0.49
12. H 0.44

---

no.,electronic energy (Eh)
1,-382.1840
2,-363.9610